Entry 1:
The following is a quantum chemistry calculation of a molecular structure, C30H75AlBaN6O13, from the Open Molecules 2025 dataset.

```
126
Properties=species:S:1:pos:R:3:forces:R:3
Ba -4.828701 23.631804 -11.214702 -0.408 0.149 0.326
Al -4.473712 33.897202 -19.843332 0.113 -0.139 -0.026
N -3.737616 27.807528 -16.589387 1.630 2.084 -0.222
O -2.955851 27.280094 -17.391287 -0.601 0.075 -1.220
O -3.644432 27.329984 -15.461691 -1.511 0.312 0.700
O -4.335871 28.881970 -16.891559 0.529 -2.492 0.741
C -9.056584 32.538940 -17.107595 1.109 -0.195 -0.394
O -8.618437 31.939211 -18.346631 -1.359 0.010 -0.366
C -9.665096 31.164078 -19.030195 1.752 -0.390 1.185
C -9.134378 30.556938 -20.349219 0.203 0.754 0.941
N -8.769357 31.619907 -21.345535 -2.119 -1.415 0.701
C -8.770812 31.002558 -22.622107 2.849 -0.640 -2.957
C -7.641152 29.931430 -22.806553 -1.316 -0.281 0.283
O -6.445701 30.237831 -22.081297 -1.158 1.160 -1.198
C -5.604235 29.159896 -22.205444 1.251 -1.536 1.692
H -9.508728 31.830475 -16.413512 -0.159 -0.243 -0.171
H -9.692588 33.419607 -17.197263 -0.258 -0.127 -0.478
H -8.121319 32.878200 -16.662314 -0.076 0.037 0.184
H -10.610065 31.707342 -19.030695 0.094 0.419 -0.805
H -9.872393 30.352703 -18.332488 -0.104 -0.520 -0.093
H -9.852903 29.805689 -20.677004 -0.921 0.487 -0.597
H -8.307592 29.852683 -20.256758 0.644 0.670 0.772
H -9.664989 32.060077 -21.501076 -0.158 1.492 1.006
H -8.590605 31.709082 -23.432323 0.650 0.914 0.289
H -9.751958 30.748148 -23.023022 -0.360 -1.307 0.596
H -7.447882 29.689700 -23.851693 0.256 0.779 -0.369
H -7.997009 28.947580 -22.500749 -0.162 -0.229 0.745
H -6.078678 28.338010 -21.669242 -0.175 -0.722 -0.454
H -4.714593 29.277594 -21.586752 0.192 0.693 -0.071
H -5.242965 28.838413 -23.182284 -0.524 0.327 -0.416
C -3.857970 21.057229 -14.659433 0.354 1.539 0.624
O -4.745910 20.635341 -13.681505 0.134 1.284 1.892
C -5.533867 19.588845 -14.092078 0.318 -1.483 -1.343
C -6.422748 18.998844 -13.036261 -1.131 -0.096 -0.618
N -7.352436 20.033237 -12.519235 0.280 -1.221 1.613
C -8.414270 19.485762 -11.574298 -0.605 1.320 -0.768
C -9.179591 20.694821 -10.982796 1.317 -1.202 -0.146
O -8.238038 21.401437 -10.167204 -0.680 1.130 0.408
C -8.082244 20.920535 -8.831765 1.167 -0.307 -0.465
H -3.449743 21.952149 -14.189768 0.785 0.229 -0.156
H -4.374365 21.475929 -15.523216 0.029 -0.670 -0.544
H -3.040126 20.359540 -14.839600 -0.217 -0.145 -0.412
H -4.849111 18.851344 -14.510761 0.024 -0.784 0.329
H -6.028210 19.893128 -15.014639 -0.986 0.226 0.075
H -5.907563 18.371183 -12.309120 0.249 0.817 0.543
H -7.010543 18.239425 -13.551897 -0.116 -0.238 -0.358
H -7.819253 20.376012 -13.346681 -0.388 0.125 -0.004
H -8.084007 18.893128 -10.721182 0.870 0.086 -0.306
H -9.147048 18.851069 -12.072593 0.058 -0.157 -0.404
H -10.041247 20.325571 -10.426631 -0.011 0.196 0.263
H -9.537394 21.335759 -11.788568 0.127 0.273 0.182
H -8.998112 20.625117 -8.319902 -0.022 0.108 -0.180
H -7.512826 21.645140 -8.249695 -0.596 0.630 0.019
H -7.342373 20.120395 -8.853524 -0.419 -0.779 0.068
C -7.088077 27.795007 -11.481146 0.662 0.862 -0.612
O -6.504133 27.303239 -10.275990 -0.970 0.147 -0.545
C -6.362120 28.341813 -9.309694 -0.316 -0.646 1.238
C -5.692441 27.709417 -8.077131 -0.544 0.304 -0.708
N -4.510311 26.980434 -8.419056 1.189 -1.335 -0.726
C -3.413618 27.916221 -8.683931 1.062 0.400 1.083
C -2.020000 27.410516 -9.127052 -0.279 -1.110 -1.339
O -2.274641 26.370658 -10.098019 -0.834 -1.606 -0.041
C -1.207509 25.803670 -10.861063 0.003 2.075 0.432
H -7.412305 27.021996 -12.177863 0.256 -0.464 0.369
H -6.337107 28.412199 -11.974320 0.279 -0.083 -0.368
H -7.930265 28.485483 -11.435884 -0.346 -0.200 0.974
H -7.326648 28.712696 -8.962928 -0.336 -0.056 -0.250
H -5.847226 29.218638 -9.702319 0.374 -0.140 -0.200
H -6.288666 26.922580 -7.615060 -0.845 0.532 -0.089
H -5.422201 28.436954 -7.311787 -0.528 0.537 0.043
H -4.403988 26.505051 -7.534291 1.225 -0.467 -0.101
H -3.197948 28.349799 -7.707408 0.070 0.853 -0.011
H -3.804109 28.692833 -9.341564 0.276 -0.141 -0.095
H -1.377810 27.077271 -8.311788 -0.401 -0.602 0.338
H -1.354997 28.103459 -9.642518 -0.596 0.933 0.076
H -0.281337 25.870093 -10.290190 0.152 -0.516 -0.137
H -1.113555 26.436391 -11.743637 0.385 -0.093 -0.272
H -1.424232 24.795474 -11.214151 -0.113 -0.261 0.409
C 0.263003 23.127208 -22.877875 1.058 -0.195 -0.681
O 1.201642 23.588866 -21.889699 -0.011 -0.220 -0.053
C 2.491738 23.768710 -22.487049 -1.223 -0.877 1.350
C 2.626908 25.286125 -22.636271 0.106 2.242 -0.738
N 2.523858 26.072879 -21.423037 0.876 -2.646 1.116
C 3.545319 25.779680 -20.374676 -0.439 1.673 0.191
C 4.945401 25.981496 -20.899384 0.563 -0.815 -0.387
O 5.103048 27.232127 -21.483652 0.094 0.760 0.316
C 6.454505 27.624201 -21.818890 -1.242 1.387 -0.977
H 0.607043 22.128078 -23.145221 -0.363 -0.148 -0.258
H 0.427375 23.786480 -23.730198 -0.425 -0.092 -0.413
H -0.801709 23.098885 -22.646183 0.387 0.319 0.822
H 2.551337 23.207097 -23.419325 0.126 0.474 -0.277
H 3.225607 23.339824 -21.804693 0.179 0.261 0.186
H 1.773345 25.591560 -23.241463 -0.080 -0.035 -0.175
H 3.506916 25.637050 -23.175291 0.281 -0.544 -0.039
H 1.636703 25.825727 -21.008336 -0.611 0.611 0.083
H 3.330818 24.831174 -19.882308 0.355 -1.071 -0.739
H 3.347149 26.342385 -19.462433 -0.084 1.116 -0.365
H 5.092323 25.215600 -21.660894 0.399 -0.338 -0.194
H 5.726875 25.850543 -20.150879 -0.182 -0.358 0.373
H 6.765781 27.174276 -22.761637 0.464 -0.880 0.496
H 7.163239 27.705328 -20.994742 -0.072 -0.860 0.065
H 6.329705 28.652788 -22.157301 -0.115 0.207 0.254
C -1.908857 32.948092 -16.034556 0.706 -0.390 -1.014
O -1.349025 32.943269 -17.442967 1.312 -0.498 1.789
C -0.011300 32.259230 -17.483199 -0.328 0.473 0.536
C 0.853568 32.356428 -18.778471 -3.257 -0.155 0.485
N 0.021207 32.011463 -19.995243 2.776 0.977 0.312
C 0.783792 32.492568 -21.153360 0.039 0.406 0.033
C 0.132985 32.116760 -22.428314 -0.875 1.451 -0.185
O -1.116305 32.870541 -22.459215 0.609 -1.296 -0.351
C -1.640531 32.727655 -23.763982 -0.352 0.130 -0.398
H -2.474373 32.047336 -15.795972 -0.375 -0.156 -0.727
H -2.528371 33.831195 -15.878195 0.088 -0.039 -0.435
H -1.182969 32.922242 -15.221837 0.727 0.464 -0.473
H -0.163494 31.251325 -17.097113 -0.112 -0.359 -0.568
H 0.708672 32.676374 -16.779120 -0.483 0.540 0.635
H 1.722243 31.724377 -18.594060 0.045 -0.325 -0.278
H 1.218759 33.381748 -18.837277 -0.220 -0.012 -0.424
H 0.006353 31.014435 -20.155939 -0.461 -0.466 0.573
H 1.823990 32.168522 -21.120416 0.279 -0.620 -0.030
H 0.925914 33.572916 -21.180576 -0.544 0.223 0.436
H -0.047472 31.050103 -22.561611 -0.108 -0.132 0.017
H 0.738736 32.507879 -23.245743 0.200 -0.328 -0.226
H -1.052978 33.304832 -24.477942 -0.070 0.312 -0.066
H -2.685294 33.037820 -23.783623 0.119 0.207 0.061
H -1.603682 31.703008 -24.133899 -0.027 -0.307 0.234
```
Forces are in eV/Å.

Calculated values
HOMO-LUMO gap ... 1.4 eV
Energy relative to the best compared isomer or geometry (same formula, charge and spin) ... 863.7 kJ/mol
Charge ... +4


Entry 2:
The following is a quantum chemistry calculation of a molecular structure, C6H7CsO6, from the Open Molecules 2025 dataset.

```
20
Properties=species:S:1:pos:R:3:forces:R:3
C -0.415770 -1.784148 3.076193 -0.351 -1.245 -1.758
C 0.754282 -1.249548 2.818852 -2.492 -1.545 -0.256
O 1.289131 -0.223795 3.612810 1.801 2.510 0.831
C 1.188655 1.008198 3.143630 -0.998 -2.482 -0.568
O 0.550979 1.316201 2.152952 -0.135 0.816 -0.442
O 1.836680 1.834878 3.915917 0.797 1.335 1.072
H -1.243943 -1.713997 3.777857 0.726 0.802 0.350
H 1.428071 -1.578801 2.022691 0.139 0.413 0.251
H 1.667549 2.751160 3.654084 -0.059 -0.261 -0.197
C -5.398709 -0.742052 3.891254 -0.312 0.215 -0.297
C -5.946252 -0.925119 2.697209 -0.291 -0.132 0.431
O -5.261419 -0.540851 1.552618 0.202 0.295 -0.066
C -5.843095 -0.674501 0.351481 -0.089 -0.214 0.863
O -6.947263 -1.053044 0.114951 -0.090 0.025 -0.193
O -4.906624 -0.303366 -0.525002 0.711 0.370 -0.779
Cs -1.776242 0.550439 0.011155 0.478 -0.372 0.791
H -5.926763 -1.115505 4.767180 0.132 0.222 -0.259
H -4.480426 -0.171053 4.029793 -0.088 -0.460 -0.081
H -6.931659 -1.347172 2.507008 0.352 -0.104 0.038
H -5.215835 -0.347338 -1.440212 -0.434 -0.188 0.268
```
Forces are in eV/Å.

Calculated values
HOMO-LUMO gap ... 3.9 eV
Energy relative to the best compared isomer or geometry (same formula, charge and spin) ... 202.6 kJ/mol


Entry 3:
The following is a quantum chemistry calculation of a molecular structure, C5H5BrClN, from the Open Molecules 2025 dataset.

```
13
Properties=species:S:1:pos:R:3:forces:R:3
C 0.507088 -0.745417 -1.137521 0.125 -0.309 0.169
C 0.724884 -1.452131 -0.020865 -0.137 -0.009 -1.016
C -0.033741 0.057076 1.571206 -0.185 0.030 0.228
C 0.053287 0.651218 -1.090369 -2.052 0.577 3.634
C -0.844193 0.860894 0.631308 1.717 -0.378 -3.955
N 0.639810 -0.968847 1.265067 0.204 0.096 0.965
Cl 1.384856 1.808032 -1.070111 0.154 0.181 -0.151
Br -2.642101 0.204064 0.422787 0.052 -0.006 0.099
H 0.714509 -1.175270 -2.108161 0.038 -0.083 -0.026
H 1.072122 -2.474215 -0.063252 -0.017 -0.079 -0.169
H -0.016849 0.361038 2.615957 -0.022 0.073 0.036
H -0.691546 0.943966 -1.827311 0.110 -0.034 0.120
H -0.868125 1.929590 0.811264 0.012 -0.059 0.067
```
Forces are in eV/Å.

Calculated values
HOMO-LUMO gap ... 9.1 eV
Energy relative to the best compared isomer or geometry (same formula, charge and spin) ... 20.7 kJ/mol